[1]
12
Properties=species:S:1:pos:R:3:lowdin_spin:R:1 method="wB97M-V/def2-TZVPD" lumo_ev="-13.011 / -16.742" de_lowest_kcal_mol=32.71 spin_multiplicity=3 total_energy_ev=-42866.41910 orbital_gap_ev="10.04 / 6.29" total_charge=+3 e_homo_ha="-0.847 / -0.846"
C 1.21 -0.21 -0.44 0.783
C 2.35 0.15 -0.96 0.183
O 3.36 0.48 -1.43 0.336
C 0.22 -1.32 -0.46 0.112
C -0.55 -0.06 -0.61 0.006
O -1.25 0.38 0.44 0.347
C -0.31 1.14 1.83 0.117
O -1.19 1.55 2.50 0.058
Yb -3.37 1.27 1.51 0.006
H 0.20 -1.96 -1.35 0.032
H 0.13 -1.83 0.51 0.020
H -0.81 0.40 -1.56 0.002

[2]
9
Properties=species:S:1:pos:R:3:mulliken_charge:R:1 method="wB97M-V/def2-TZVPD" lumo_ev=-0.721 de_lowest_kcal_mol=173.66 total_energy_ev=-5238.66508 orbital_gap_ev=6.97 e_homo_ha=-0.283
C -0.75 -0.61 0.58 0.022
C -0.82 0.71 -0.27 0.047
C 0.38 0.06 -0.07 -0.208
C 2.76 0.19 0.12 -0.433
C -2.11 0.01 0.14 -0.239
H 3.07 -0.80 0.23 0.174
H 2.91 0.50 -0.95 0.158
H -2.70 -0.30 -0.71 0.233
H -2.75 0.24 0.94 0.244

[3]
9
Properties=species:S:1:pos:R:3:lowdin_spin:R:1 method="wB97M-V/def2-TZVPD" lumo_ev="1.058 / -2.313" de_lowest_kcal_mol=50.78 spin_multiplicity=3 total_energy_ev=-5240.69167 orbital_gap_ev="8.36 / 6.93" e_homo_ha="-0.268 / -0.340"
C -1.01 0.27 0.02 0.302
C -2.12 -0.30 -0.13 1.486
C 0.15 1.25 -0.10 0.059
C 1.01 0.22 0.04 0.015
C -0.04 -0.86 0.13 0.115
H 0.02 2.28 -0.34 0.005
H 2.15 0.18 0.23 0.005
H -0.18 -1.57 0.93 0.009
H 0.03 -1.47 -0.76 0.003

[4]
61
Properties=species:S:1:pos:R:3:lowdin_spin:R:1 method="wB97M-V/def2-TZVPD" lumo_ev="2.410 / 2.389" de_lowest_kcal_mol=0.00 spin_multiplicity=2 total_energy_ev=-37479.38853 orbital_gap_ev="3.18 / 8.98" total_charge=-1 e_homo_ha="-0.028 / -0.242"
C 2.03 0.22 -0.50 0.003
N 3.40 0.71 -0.13 0.000
C 3.58 1.27 1.12 0.000
O 3.12 2.66 1.25 0.000
C 2.10 -0.55 -1.83 0.003
C 1.90 0.23 -3.08 0.002
C 1.24 -0.45 -4.25 0.004
N -0.27 -0.57 -4.15 0.017
H 1.75 -0.26 0.44 0.001
H 1.47 1.16 -0.65 0.002
H 4.04 0.79 -0.90 0.000
H 4.68 1.29 1.35 0.000
H 2.89 0.75 1.85 0.000
H 2.78 2.92 0.36 0.000
H 3.03 -1.15 -1.81 0.000
H 1.32 -1.29 -1.55 0.006
H 2.81 0.81 -3.34 0.000
H 1.23 1.07 -2.88 0.001
H 1.53 -1.50 -4.40 0.001
H 1.45 0.07 -5.21 0.001
H -0.64 -0.29 -5.04 0.012
H -0.74 0.07 -3.51 0.014
H -3.84 -0.65 3.36 0.003
H -4.13 -1.62 2.07 0.004
O -4.28 -0.74 2.51 0.022
H 0.87 3.80 2.64 0.000
H 1.49 2.59 1.98 0.000
O 0.63 2.93 2.33 0.002
H -0.79 4.30 -1.26 0.001
H -0.50 3.13 -2.03 0.003
O -0.35 4.13 -2.11 0.008
H -1.85 -0.97 2.32 0.004
H -2.65 0.29 1.89 0.007
O -1.80 0.00 2.22 0.022
H -1.67 1.13 -1.99 0.019
H -0.83 1.38 -0.67 0.010
O -0.91 1.62 -1.60 0.054
H -0.05 -3.23 0.99 0.003
H -1.27 -3.45 -0.10 0.013
O -0.65 -3.84 0.55 0.025
H 1.36 3.64 -1.56 0.001
H 2.17 4.78 -0.95 0.000
O 2.15 3.82 -1.01 0.002
H 1.07 -1.07 3.46 0.000
H 1.80 -1.62 2.36 0.000
O 0.97 -1.83 2.82 0.003
H -3.35 -3.16 0.79 0.008
H -2.64 -3.20 2.26 0.002
O -3.48 -3.14 1.76 0.022
H -0.63 0.51 3.23 0.001
H 0.68 1.31 3.25 0.000
O 0.23 0.55 3.68 0.002
H -3.35 -0.57 -2.03 0.109
H -3.37 -0.02 -3.46 0.074
O -2.82 -0.02 -2.65 0.215
H -2.93 -3.30 -1.64 0.045
H -3.01 -1.81 -1.10 0.077
O -2.76 -2.73 -0.89 0.165
H -0.50 -3.14 3.35 0.001
H -1.03 -4.14 2.31 0.002
O -1.21 -3.78 3.20 0.004

[5]
61
Properties=species:S:1:pos:R:3:mulliken_charge:R:1 method="wB97M-V/def2-TZVPD" lumo_ev=-0.172 de_lowest_kcal_mol=60.36 total_energy_ev=-37480.79366 orbital_gap_ev=8.94 e_homo_ha=-0.335
C 0.68 0.35 -0.41 -0.934
N 0.45 -0.91 0.31 0.759
C 0.06 -2.05 -0.49 -0.312
O -0.94 -2.75 0.25 -0.701
C -0.64 1.08 -0.73 2.201
C -1.09 2.00 0.43 -0.044
C -0.11 3.10 0.79 -1.496
N -0.55 1.84 -1.98 -0.509
H 1.29 0.96 0.25 0.258
H 1.26 0.19 -1.34 -0.346
H 1.13 -1.13 0.94 0.009
H -0.49 -1.84 -1.43 0.147
H 0.89 -2.78 -0.62 0.191
H -0.82 -2.65 1.22 0.454
H -1.44 0.33 -0.88 -1.441
H -2.03 2.45 0.18 0.766
H -1.34 1.41 1.27 -0.571
H 0.13 3.82 -0.02 0.386
H -0.47 3.68 1.69 0.367
H 0.83 2.76 1.13 0.356
H -0.28 1.28 -2.75 0.277
H 0.13 2.58 -1.92 0.249
H 2.64 2.32 -1.30 0.308
H 3.88 2.76 -0.45 0.313
O 3.55 2.10 -1.06 -0.641
H 3.24 -1.03 -2.29 0.413
H 3.39 -2.00 -3.45 0.314
O 2.86 -1.23 -3.17 -0.680
H -3.59 1.86 -1.76 0.448
H -2.34 2.54 -2.24 0.421
O -3.26 2.71 -2.08 -0.783
H 0.42 -0.70 -4.78 0.253
H 1.16 -1.08 -3.49 0.338
O 0.28 -0.97 -3.88 -0.605
H -2.44 1.20 2.94 0.363
H -1.03 1.18 3.56 0.432
O -1.89 1.62 3.64 -0.651
H 1.27 -3.82 2.83 0.288
H 0.40 -2.65 2.99 0.365
O 1.30 -2.93 3.10 -0.697
H -1.80 -1.42 2.21 0.507
H -0.64 -1.03 3.15 0.473
O -1.13 -1.78 2.84 -0.966
H 3.58 -0.70 -0.04 0.258
H 3.98 0.47 -0.89 0.465
O 4.00 -0.54 -0.85 -0.818
H -3.33 -0.24 -1.91 0.464
H -3.53 -0.09 -0.40 0.445
O -3.84 0.22 -1.28 -0.794
H 3.53 -0.61 2.87 0.257
H 2.34 -1.57 2.70 0.386
O 2.71 -0.72 2.48 -0.608
H -2.17 -1.50 0.40 0.414
H -3.60 -1.65 1.02 0.259
O -2.90 -1.03 0.93 -0.799
H 1.24 0.09 3.10 0.308
H 0.74 0.29 4.59 0.235
O 0.45 0.24 3.65 -0.665
H -2.60 -1.71 -3.59 0.292
H -1.30 -1.01 -3.13 0.289
O -2.19 -1.28 -2.83 -0.667

[6]
61
Properties=species:S:1:pos:R:3:mulliken_charge:R:1 method="wB97M-V/def2-TZVPD" lumo_ev=-4.625 de_lowest_kcal_mol=0.00 total_energy_ev=-37468.64752 orbital_gap_ev=11.52 total_charge=+2 e_homo_ha=-0.593
C 1.39 2.48 0.13 -0.909
O 1.48 3.02 -1.19 -0.637
C 0.69 1.12 0.10 1.454
C 0.24 0.71 1.49 -1.215
C -0.91 -0.30 1.44 -0.968
C -1.12 -1.59 3.45 -0.379
N -1.42 -0.55 2.78 0.361
N 1.62 0.06 -0.46 0.392
H 0.89 3.20 0.78 0.404
H 2.45 2.44 0.42 0.376
H 0.57 3.26 -1.50 0.404
H -0.19 1.18 -0.58 -0.685
H -0.09 1.61 2.03 0.565
H 1.06 0.35 2.11 0.338
H -0.58 -1.23 0.97 0.567
H -1.75 0.07 0.82 0.192
H -1.54 -1.79 4.43 0.384
H -0.47 -2.39 3.11 0.339
H -1.99 0.20 3.19 0.256
H 1.46 -0.85 -0.01 0.263
H 1.48 0.00 -1.50 -0.017
H 2.60 0.31 -0.28 0.604
H 0.59 -3.30 -2.13 0.398
H 1.72 -4.33 -2.04 0.305
O 1.36 -3.57 -1.58 -0.685
H 0.60 -0.02 5.55 0.277
H 1.44 -1.09 4.86 0.291
O 0.64 -0.57 4.75 -0.540
H -0.66 0.77 -3.34 0.379
H -1.87 1.27 -4.21 0.271
O -1.55 1.18 -3.30 -0.765
H -3.17 -1.15 -1.74 0.321
H -2.08 -0.19 -2.30 0.427
O -2.22 -1.00 -1.76 -0.713
H -3.66 3.03 0.06 0.289
H -2.14 2.80 -0.36 0.378
O -2.83 2.57 0.29 -0.666
H 4.73 -0.91 0.37 0.291
H 4.48 -0.06 1.62 0.285
O 4.01 -0.52 0.89 -0.596
H 2.68 -2.96 1.10 0.275
H 1.58 -3.40 0.17 0.368
O 1.72 -2.91 1.00 -0.587
H 2.49 2.09 -2.32 0.460
H 3.79 1.81 -3.19 0.288
O 3.03 1.40 -2.75 -0.691
H -2.64 2.25 1.94 0.408
H -3.17 2.54 3.36 0.309
O -2.55 1.97 2.88 -0.674
H -1.40 4.18 -2.14 0.295
H -1.34 2.59 -2.36 0.457
O -1.15 3.34 -1.74 -0.794
H -1.12 -3.19 -3.76 0.298
H -1.28 -2.11 -2.61 0.433
O -0.61 -2.64 -3.14 -0.756
H -3.56 -3.04 2.21 0.265
H -2.37 -3.94 1.88 0.293
O -2.59 -3.03 2.13 -0.523
H 1.70 0.10 -3.53 0.292
H 0.68 -1.10 -3.35 0.294
O 0.83 -0.15 -3.17 -0.749

[7]
16
Properties=species:S:1:pos:R:3:mulliken_charge:R:1 method="wB97M-V/def2-TZVPD" lumo_ev=-0.435 de_lowest_kcal_mol=90.20 total_energy_ev=-154449.61470 orbital_gap_ev=8.95 e_homo_ha=-0.345
C 0.82 -0.93 -0.70 -0.327
C 0.14 1.26 1.25 -0.211
C 1.77 -0.15 -0.28 -0.412
C -0.93 0.54 0.56 -0.680
C -0.62 -0.67 -0.23 0.549
N 1.40 1.11 1.02 0.395
N -1.39 -0.65 -1.50 0.913
O 2.45 1.60 1.46 -0.625
O -1.21 0.28 -2.22 -0.540
O -2.20 -1.47 -1.80 -0.558
Br 3.55 -0.11 -0.54 -0.018
Br -1.23 -2.31 0.87 -0.093
H 1.05 -1.82 -1.26 0.522
H -0.10 1.76 2.22 0.361
H -1.81 0.28 1.25 0.418
H -1.68 1.27 -0.11 0.305

[8]
13
Properties=species:S:1:pos:R:3:mulliken_charge:R:1 method="wB97M-V/def2-TZVPD" lumo_ev=0.504 de_lowest_kcal_mol=15.23 total_energy_ev=-82215.63873 orbital_gap_ev=9.04 e_homo_ha=-0.314
F 3.06 1.53 -0.41 -0.215
C 2.06 0.68 -0.58 0.092
N 1.97 -0.31 0.18 -0.507
C 0.98 -1.24 0.19 -0.271
C -0.34 -0.99 0.27 -0.311
C -0.90 0.33 0.36 0.034
C -2.18 0.64 0.20 0.023
F -2.63 1.89 0.34 -0.236
Br -3.56 -0.56 -0.26 -0.123
H 1.44 0.95 -1.44 0.382
H 1.36 -2.25 0.22 0.400
H -1.03 -1.82 0.33 0.309
H -0.23 1.15 0.59 0.424